Computed, not measured: a 5-piece molecular cluster, C19H47ClO14PS4 overall, with ωB97M-V/def2-TZVPD.

HOMO energy = -2.3 eV
total charge = -1
HOMO-LUMO gap = 4.010 eV
M = 694.3 g/mol
E_LUMO = 0.063 Ha

Each line ends with the Mulliken charge.
Positions of all 86 atoms, in Å:
C -3.24698 3.18026 1.41990  -1.387
C -2.61965 4.39892 0.77813  0.541
Cl -2.54485 5.73382 2.05396  -0.325
C -1.22484 4.18403 0.18379  -1.474
C -1.16545 2.99497 -0.75856  0.665
C -1.34507 3.39464 -2.23169  -0.924
C -2.45472 2.59086 -2.87926  -0.556
O -2.59089 2.93349 -4.27443  -0.522
P 0.29220 2.02242 -0.59937  0.021
C 1.73625 3.24904 -0.70921  -1.355
O 0.41071 1.67498 1.04064  -0.485
H -2.81123 2.99351 2.40208  0.359
H -4.32700 3.29792 1.52777  0.336
H -3.02902 2.33376 0.76805  0.402
H -3.27504 4.81080 0.01135  0.341
H -0.97315 5.11800 -0.34775  0.225
H -0.52302 4.11915 1.02425  0.393
H -0.44372 3.22714 -2.84291  0.375
H -1.60950 4.45619 -2.29744  0.291
H -2.21808 1.52843 -2.76864  0.266
H -3.38989 2.78051 -2.34088  0.248
H -3.41981 2.56488 -4.58785  0.293
H 2.49878 2.83312 -1.36883  0.312
H 2.20147 3.45411 0.25970  0.335
H 1.37820 4.18865 -1.13467  0.424
H 0.70174 2.44433 1.54153  0.228
O 2.57584 -1.98098 -2.13744  -0.705
S 2.73920 -1.56710 -0.77393  1.262
O 3.14101 -0.23171 -0.48347  -0.531
O 3.73455 -2.60464 -0.07231  -0.292
C 5.00942 -2.81933 -0.72724  -0.332
C 5.98608 -1.68426 -0.51064  -1.023
C 1.30438 -1.92750 0.16265  -0.717
H 4.83422 -3.00193 -1.78553  0.385
H 5.38420 -3.74077 -0.28573  0.195
H 5.64067 -0.76757 -0.98485  0.299
H 6.94790 -1.96572 -0.94019  0.357
H 6.11114 -1.48372 0.55394  0.280
H 0.99119 -2.95067 -0.02504  0.232
H 0.54593 -1.21666 -0.16627  0.250
H 1.53005 -1.76575 1.21297  0.331
O 6.91553 -4.20038 -2.63889  -0.542
S 7.37200 -5.51569 -2.97042  1.175
O 8.21029 -6.21310 -2.04418  -0.624
O 8.06356 -5.46806 -4.39544  -0.319
C 9.09752 -4.46752 -4.59770  -0.337
C 10.39873 -4.81401 -3.91018  -0.967
C 6.00773 -6.53075 -3.40869  -0.988
H 8.70959 -3.50072 -4.27586  0.315
H 9.21682 -4.43992 -5.67843  0.269
H 10.29507 -4.80387 -2.82699  0.296
H 11.15339 -4.07954 -4.19398  0.386
H 10.74002 -5.80511 -4.20869  0.269
H 5.38724 -5.99518 -4.12142  0.323
H 5.45976 -6.71822 -2.48765  0.373
H 6.38561 -7.46059 -3.82456  0.357
O -7.28368 8.55267 2.60487  -0.665
S -7.11131 7.34200 3.35410  1.207
O -8.12552 6.33480 3.26225  -0.623
O -6.89529 7.73470 4.88552  -0.275
C -7.87035 8.61743 5.48273  -0.383
C -9.18499 7.93318 5.79048  -0.975
C -5.53133 6.64079 3.07015  -1.030
H -8.00654 9.48044 4.82934  0.348
H -7.38569 8.95869 6.39569  0.265
H -9.69646 7.62468 4.88110  0.308
H -9.82750 8.62642 6.33574  0.377
H -9.02112 7.04646 6.40275  0.262
H -4.77562 7.41294 3.16538  0.389
H -5.53387 6.24186 2.05911  0.381
H -5.37399 5.84008 3.78672  0.401
O -1.13683 -4.40184 1.07687  -0.611
S -1.17799 -5.80024 0.78046  1.252
O -1.05626 -6.24012 -0.57434  -0.627
O -2.48385 -6.41801 1.43560  -0.286
C -3.74815 -5.77724 1.10912  -0.357
C -4.22572 -6.08728 -0.29138  -0.968
C -0.00214 -6.65315 1.77098  -0.958
H -3.64451 -4.70481 1.27624  0.345
H -4.43315 -6.17133 1.85662  0.263
H -3.56602 -5.66008 -1.04377  0.304
H -5.22227 -5.66487 -0.42465  0.381
H -4.27298 -7.16426 -0.45279  0.258
H -0.11032 -6.32935 2.80192  0.312
H 0.97643 -6.37976 1.38154  0.372
H -0.16904 -7.72177 1.66812  0.330

=====

Computed, not measured: C15H12N5O2STc as an isolated structure at a distorted geometry, with ωB97M-V/def2-TZVPD.

HOMO energy (alpha / beta) = -18.8 / -18.8 eV
multiplicity = 4
total charge = +3
HOMO-LUMO gap (alpha / beta) = 5.171 / 5.136 eV
M = 424.4 g/mol
E_LUMO (alpha / beta) = -0.502 / -0.503 Ha

Each line ends with the Mulliken charge.
Positions of all 36 atoms, in Å:
Tc 0.89728 -1.11351 -0.39512  0.952
N 2.71240 -1.85764 -0.85465  -0.464
C 3.58362 -2.20147 0.32060  -0.685
C 3.13995 -1.27610 1.44961  -0.139
C 1.87382 -1.91652 2.14775  0.535
O 1.86318 -2.57715 3.12426  -0.355
O 0.74708 -1.71019 1.42575  -0.461
H 2.60074 -2.66099 -1.49727  0.416
H 3.25045 -1.19570 -1.42320  0.357
H 4.65066 -2.09528 0.09051  0.384
H 3.41746 -3.29329 0.59783  0.363
H 2.87925 -0.29148 1.07055  -0.022
H 3.95680 -1.14143 2.18124  0.439
S -4.51752 3.63801 -0.50927  0.341
N -4.62838 2.05760 -0.46953  -0.524
C -3.34496 1.60867 -0.46843  0.223
C -2.93330 0.24418 -0.43494  0.494
C -3.77911 -0.86907 -0.23757  -0.294
C -3.22264 -2.13887 -0.10058  -0.725
C -1.87562 -2.33002 -0.28680  -0.193
N -1.06416 -1.28325 -0.63742  -0.337
C -1.56218 0.02925 -0.58517  0.307
C -0.59980 1.14720 -0.58927  0.345
N 0.77787 0.84972 -0.58411  -0.517
C 1.74601 1.80383 -0.39188  -0.094
C 1.34834 3.12315 -0.31788  -0.950
C 0.00343 3.47847 -0.33863  -0.309
C -1.00021 2.47722 -0.48019  0.443
C -2.39777 2.68290 -0.45891  0.851
N -2.94025 3.92014 -0.51278  -0.548
H -4.84719 -0.70438 -0.13740  0.579
H -3.86619 -2.97988 0.13431  0.471
H -1.42380 -3.30606 -0.12739  0.477
H 2.76447 1.47059 -0.23125  0.579
H 2.09878 3.90975 -0.20589  0.442
H -0.30855 4.50159 -0.26687  0.618

=====

Computed, not measured: a 3-piece molecular cluster, C4H5NO overall at a distorted geometry, with ωB97M-V/def2-TZVPD.

HOMO energy = -10.7 eV
relative energy (zero: lowest compared OMol25 entry of this formula, charge and spin) = 2.3599 eV
HOMO-LUMO gap = 11.004 eV
M = 83.1 g/mol
E_LUMO = 0.013 Ha

Each line ends with the Mulliken charge.
Positions of all 11 atoms, in Å:
C -0.03258 0.68869 2.05803  -0.765
C -0.47172 0.26745 0.87467  0.066
C -1.02445 0.21903 -2.43400  0.100
O -0.53430 1.20182 -2.13986  -0.110
C -0.26392 -1.08536 0.43425  0.256
N -0.05339 -2.16620 0.07437  -0.359
H 0.45326 0.01325 2.75444  0.281
H 1.82822 -0.77736 -1.90638  0.153
H -0.14956 1.72775 2.34678  0.269
H -0.97005 0.93934 0.18415  0.271
H 1.21850 -1.02840 -2.24645  -0.161

=====

Computed, not measured: a 2-piece molecular cluster, C7H12O2 overall, with ωB97M-V/def2-TZVPD.

HOMO energy (alpha / beta) = -6.0 / -6.4 eV
relative energy (zero: lowest compared OMol25 entry of this formula, charge and spin) = 5.7453 eV
HOMO-LUMO gap (alpha / beta) = 6.500 / 6.987 eV
M = 128.2 g/mol
E_LUMO (alpha / beta) = 0.020 / 0.020 Ha

Each line ends with the Mulliken charge.
Positions of all 21 atoms, in Å:
C 0.77895 0.42793 -0.25355  0.771
C -1.12540 -0.70716 0.89534  0.702
C 0.47965 1.87018 -0.51743  -1.373
C 1.36581 -0.37663 -1.37357  -1.535
C -0.44542 -1.88981 1.43920  -1.171
C -1.60755 -0.02691 -0.14922  0.591
C -2.01430 0.38018 1.13493  -0.877
O 1.60055 0.26770 0.89144  -0.569
O -1.93076 0.02807 -1.43326  -0.488
H 1.31086 0.89677 1.56278  0.367
H -1.43774 -0.65382 -1.91232  0.364
H -1.94483 1.31726 1.68245  0.195
H -0.06218 2.00507 -1.45372  0.302
H -0.14618 2.29097 0.28716  0.321
H 2.38225 -0.03461 -1.62791  0.377
H 1.44400 -1.43350 -1.10626  0.299
H 1.39826 2.47483 -0.55721  0.421
H 0.76378 -0.28474 -2.28096  0.337
H -0.17689 -2.59884 0.65644  0.268
H 0.46972 -1.58024 1.94946  0.300
H -1.10256 -2.37268 2.16621  0.397

=====

Computed, not measured: C33H31HfN10O6S as an isolated structure at a distorted geometry, with ωB97M-V/def2-TZVPD.

HOMO energy = -9.8 eV
relative energy (zero: lowest compared OMol25 entry of this formula, charge and spin) = 0.0000 eV
total charge = +1
HOMO-LUMO gap = 6.226 eV
M = 874.2 g/mol
E_LUMO = -0.131 Ha

Each line ends with the Mulliken charge.
Positions of all 82 atoms, in Å:
Hf 1.40595 1.18089 -1.41443  1.558
C -6.09465 1.95668 -4.45384  -0.766
O -6.42314 1.05962 -3.40550  -0.414
C -6.11748 1.28025 -2.12429  0.873
C -5.43518 2.37078 -1.62731  -0.623
C -5.18624 2.41095 -0.23895  -0.305
C -5.53112 1.31869 0.58345  0.033
C -6.25898 0.22390 0.03163  -0.219
C -6.55003 0.21477 -1.29382  -0.666
N -5.30160 1.24755 1.97679  -0.325
N -4.19964 1.48476 2.52675  -0.671
C -3.07900 1.75017 1.69163  0.034
C -2.53611 3.00295 1.75141  -0.928
C -1.37708 3.37446 1.04059  -0.563
C -0.75171 2.42417 0.26616  0.991
O 0.32902 2.60195 -0.41527  -0.792
C -1.28921 1.13160 0.26480  0.313
N -0.49681 0.20771 -0.43131  -0.559
C -0.95051 -1.02183 -0.54239  -0.194
C -2.08209 -1.50773 0.11828  -1.509
C -2.79300 -0.65902 0.89467  -0.378
C -2.46252 0.72246 0.95193  0.103
H -6.20597 1.45420 -5.40303  0.256
H -5.07725 2.38944 -4.39213  0.255
H -6.76422 2.82891 -4.49685  0.347
H -5.13447 3.20649 -2.26140  0.397
H -4.74714 3.32542 0.11223  0.526
H -6.62307 -0.54377 0.71844  0.467
H -7.10701 -0.57028 -1.78889  0.453
H -2.93889 3.68828 2.43920  0.548
H -0.96340 4.36914 1.16072  0.490
H -0.42187 -1.75315 -1.14302  0.722
H -2.30333 -2.55758 -0.01563  0.633
H -3.59856 -1.02573 1.48227  0.762
N 2.56202 2.95396 -2.70709  -0.593
N 3.48903 3.78272 -1.99831  -0.274
C 3.74105 3.49310 -0.71330  0.492
N 4.75430 4.04305 0.02024  -0.427
N 2.93776 2.50895 -0.32054  0.212
N 2.84215 2.11921 0.96124  0.383
O 2.32443 0.99816 1.06267  -0.193
O 3.08146 2.85508 1.87366  -0.731
H 3.10835 2.51580 -3.49091  0.367
H 1.84142 3.58286 -3.15935  0.366
H 4.07231 4.35423 -2.60543  0.208
H 5.07759 4.94237 -0.29395  0.282
H 4.67869 3.92201 1.05148  0.286
S -1.41490 0.51575 -5.12019  -0.359
C -0.27836 0.64420 -4.02929  0.863
N 0.58825 0.84224 -3.24132  -0.732
C -0.76252 -3.55657 3.98124  -1.477
C 0.52580 -2.97557 3.44591  1.059
C 1.25707 -2.06165 4.22544  -0.941
C 2.48674 -1.60942 3.81450  -1.256
C 2.92684 -1.94530 2.54017  -0.254
C 2.20614 -2.82087 1.75509  0.072
N 2.47724 -2.89026 0.36194  -0.013
C 3.72843 -2.74642 -0.16428  0.264
C 4.76444 -3.57314 0.34986  -0.620
C 6.00505 -3.49742 -0.20853  -0.511
C 6.34331 -2.54911 -1.15714  -0.698
C 5.37264 -1.71574 -1.60074  -0.554
C 4.02675 -1.79446 -1.14597  0.450
C 3.11886 -0.74375 -1.44707  1.121
O 3.44606 0.42201 -1.87494  -0.668
O 1.83628 -0.83540 -1.20910  -0.567
C 0.99579 -3.33680 2.20016  0.829
C 0.19966 -4.30623 1.37117  -1.716
H -0.95155 -3.11829 4.98303  0.413
H -0.68075 -4.62821 4.12960  0.355
H -1.60613 -3.32730 3.35464  0.276
H 0.87463 -1.84006 5.22067  0.385
H 3.13659 -0.99463 4.39049  0.450
H 3.81088 -1.42085 2.14036  0.419
H 1.83698 -2.33276 -0.19780  0.454
H 4.49056 -4.17965 1.19563  0.514
H 6.75447 -4.18814 0.16598  0.388
H 7.38779 -2.49614 -1.46488  0.403
H 5.63198 -0.94362 -2.36295  0.301
H 0.81249 -4.57767 0.53678  0.486
H -0.71683 -3.88943 0.92964  0.092
H -0.07496 -5.18795 1.88863  0.547

=====

Computed, not measured: C41H40N7O7PW as an isolated structure at a distorted geometry, with ωB97M-V/def2-TZVPD.

HOMO energy (alpha / beta) = -13.1 / -13.1 eV
relative energy (zero: lowest compared OMol25 entry of this formula, charge and spin) = 1.2634 eV
total charge = +2
HOMO-LUMO gap (alpha / beta) = 6.235 / 6.232 eV
M = 957.6 g/mol
E_LUMO (alpha / beta) = -0.251 / -0.251 Ha

Each line ends with the Mulliken charge.
Positions of all 97 atoms, in Å:
W -0.51669 -0.73348 -0.14090  2.003
C 2.18143 -1.49862 3.27127  -1.630
C 1.23253 -1.56032 2.13160  0.740
N 0.98893 -0.56411 1.35758  0.935
C 1.49833 0.77630 1.75288  -1.947
C 0.90822 1.86121 0.85526  -0.080
N -0.41734 1.39125 0.38513  0.828
C -1.34476 2.31138 -0.31308  -0.088
C -1.48461 1.92352 -1.76932  -0.818
N -1.39040 0.43941 -1.96652  -0.617
C -2.67892 -0.19158 -2.36654  -1.417
C -3.46131 -0.57273 -1.13810  -0.675
N -2.54364 -1.32814 -0.27778  0.344
C -2.88900 -2.40822 0.29450  1.118
C -4.25874 -2.97960 0.31030  -2.049
C -1.79300 -3.09407 1.05131  0.509
C -1.91211 -4.26217 1.75706  -0.813
C -0.83531 -4.68805 2.53513  -1.099
C 0.26654 -3.87002 2.66700  -0.971
C 0.32823 -2.70278 1.91880  0.374
N -0.63239 -2.41960 1.03628  0.758
H 3.09528 -0.97678 2.98970  0.328
H 2.44028 -2.49004 3.63585  0.521
H 1.70184 -0.95148 4.08986  0.284
H 2.58571 0.81119 1.71521  0.753
H 1.19103 0.93207 2.78695  0.958
H 1.55543 2.03456 0.00599  -0.774
H 0.82043 2.79811 1.40515  0.813
H -0.93142 1.06946 1.22356  -1.660
H -1.00249 3.34144 -0.22588  0.932
H -2.30846 2.23540 0.19287  -0.738
H -0.68901 2.37271 -2.35319  0.055
H -2.43073 2.29024 -2.16701  0.752
H -0.77041 0.31486 -2.75915  0.012
H -2.44898 -1.08653 -2.93888  0.479
H -3.25437 0.48484 -2.99852  0.548
H -4.31193 -1.17425 -1.43689  1.043
H -3.83098 0.30481 -0.59980  -0.010
H -4.33714 -3.73863 -0.47560  0.293
H -5.02318 -2.22680 0.15098  0.607
H -4.45974 -3.46387 1.26437  0.581
H -2.83376 -4.82840 1.73491  0.517
H -0.89426 -5.61786 3.08574  0.495
H 1.05665 -4.11709 3.36403  0.467
O -1.23109 -3.26724 -1.64307  -0.690
C -0.34213 -2.43519 -1.59209  -0.007
C 0.87256 -2.70954 -2.43182  0.739
C 0.98530 -3.90725 -3.13651  -0.636
C 2.13127 -4.16186 -3.86739  -0.730
C 3.16829 -3.22728 -3.90043  -0.837
C 3.05010 -2.03467 -3.21049  -0.087
C 1.89062 -1.78504 -2.47769  -0.601
P 1.62646 -0.24612 -1.57844  2.299
C 1.56110 0.98958 -2.92779  0.755
C 1.66968 2.36825 -2.69898  -0.860
C 1.60775 3.27240 -3.74743  -0.965
C 1.40537 2.82157 -5.04671  -0.836
C 1.26984 1.46409 -5.28721  -0.932
C 1.34906 0.55254 -4.23961  -0.505
C 3.24838 -0.07010 -0.74708  0.356
C 3.68712 -1.16978 -0.00081  -0.622
C 4.90480 -1.13209 0.65706  -0.872
C 5.70101 0.00725 0.58496  -0.762
C 5.28486 1.09245 -0.16864  -0.833
C 4.06400 1.05518 -0.83898  -0.315
H 0.17267 -4.62086 -3.09318  0.557
H 2.22856 -5.09189 -4.41266  0.464
H 4.06890 -3.43504 -4.46614  0.476
H 3.85367 -1.30771 -3.23845  0.563
H 1.82371 2.76216 -1.70388  0.225
H 1.71196 4.33174 -3.54848  0.492
H 1.35495 3.52822 -5.86624  0.436
H 1.11234 1.10269 -6.29580  0.497
H 1.25553 -0.50303 -4.45904  0.474
H 3.08680 -2.07161 0.03401  0.482
H 5.24540 -1.99609 1.21504  0.528
H 6.65400 0.03671 1.09902  0.450
H 5.91389 1.97036 -0.25028  0.513
H 3.77882 1.90036 -1.44922  0.350
O -0.67593 -0.21022 3.97435  -0.673
C -1.44430 0.24653 3.14178  0.000
O -1.67328 -0.26506 1.96211  0.194
C -2.14021 1.55558 3.37671  0.761
C -1.52232 2.51839 4.16223  -1.086
C -2.05843 3.79102 4.19322  0.322
C -3.17432 4.15634 3.47331  -0.908
C -3.73868 3.17680 2.68099  0.323
C -3.25598 1.89184 2.62336  -0.702
N -4.81189 3.56428 1.73579  0.971
O -4.88102 2.92709 0.69436  -0.565
O -5.52255 4.48965 2.03979  -0.570
N -1.34595 4.84539 4.95293  0.955
O -0.14126 4.72262 5.05901  -0.561
O -2.01319 5.75155 5.39610  -0.552
H -0.63400 2.28288 4.73458  0.569
H -3.57287 5.16238 3.51195  0.595
H -3.72517 1.16221 1.97973  0.701

=====

no.,total energy (eV)
1,-114281.0220
2,-40297.7188
3,-7764.1665
4,-11542.6584
5,-74047.6479
6,-79027.3454